Formula: C8H24BeN3O17
Source: OMol25
Level of theory: ωB97M-V with the def2-TZVPD basis set

Computed properties:
**LUMO level**: 0.051 Ha
**HOMO level**: -4.906 eV

ORCA input file:
```
! RIJCOSX wB97M-V def2-TZVPD def2/J DEFGRID3
* xyz -1 1
Be -0.281 0.485 -0.151
N -2.860 2.216 -1.999
O -2.351 2.623 -3.038
O -4.091 2.330 -1.782
O -2.133 1.748 -1.070
N 1.371 2.966 -2.654
O 0.795 2.026 -2.053
O 2.629 3.065 -2.537
O 0.745 3.836 -3.270
N -0.555 -0.873 -3.490
O -0.624 -0.621 -2.252
O -0.687 0.059 -4.299
O -0.315 -2.050 -3.856
C -3.387 -0.238 0.865
C -2.575 0.029 2.097
O -1.670 1.081 1.897
O -2.472 -0.743 -0.103
H -3.910 0.634 0.464
H -4.078 -1.059 1.092
H -1.997 -0.879 2.304
H -3.240 0.002 2.967
H -1.997 1.871 2.337
H -2.956 -1.113 -0.846
C 1.247 1.725 2.358
C 1.257 2.634 1.167
O 0.005 2.478 0.490
O 1.127 0.421 1.813
H 0.397 1.926 3.012
H 2.164 1.806 2.944
H 2.012 2.463 0.394
H 1.442 3.686 1.406
H -0.225 3.233 -0.061
H 1.648 -0.185 2.344
C -1.529 -3.906 1.194
C -0.321 -2.943 1.283
O -0.126 -2.103 0.178
O -1.531 -4.743 0.049
H -2.405 -3.257 1.083
H -1.629 -4.514 2.090
H 0.596 -3.547 1.340
H -0.402 -2.380 2.214
H -0.013 -2.650 -0.607
H -1.259 -4.259 -0.738
C 4.086 -0.213 0.152
C 3.072 0.302 -0.857
O 1.941 -0.564 -0.957
O 4.427 -1.585 -0.095
H 3.650 -0.339 1.152
H 4.920 0.479 0.252
H 3.507 0.576 -1.822
H 2.729 1.304 -0.591
H 2.227 -1.130 -1.685
H 3.625 -2.111 -0.127
*
```

Results of the natural (NBO) charge analysis, in e, for atoms 1 through 4:
1 Be 1.680
2 N 0.718
3 O -0.422
4 O -0.567

---

Formula: C8H24ClI2P2PmS
Source: OMol25
Level of theory: ωB97M-V with the def2-TZVPD basis set

Computed properties:
**LUMO level (alpha / beta)**: -0.344 / -0.345 Ha
**HOMO level (alpha / beta)**: -15.079 / -15.111 eV

ORCA input file:
```
! RIJCOSX wB97M-V def2-TZVPD def2/J DEFGRID3
* xyz 2 5
I 0.361 1.857 -4.753
I -0.333 3.559 -2.453
Pm 0.035 0.837 -0.706
P -2.715 0.279 -0.544
C -3.651 1.417 0.596
C -3.250 0.669 -2.291
H -4.320 0.585 -2.480
H -4.369 -1.632 -0.259
H -2.729 -0.029 -2.965
H -2.780 -2.130 -0.862
H -3.350 2.473 0.347
H -2.958 1.708 -2.532
C -3.302 -1.449 -0.170
H -4.754 1.365 0.566
H -3.022 -1.685 0.883
H -3.332 1.177 1.646
P 2.802 0.310 -0.544
C 3.725 1.451 0.602
C 3.409 -1.417 -0.165
H 2.829 -0.004 -2.964
H 4.411 0.626 -2.483
H 3.041 1.735 -2.532
C 3.344 0.699 -2.289
H 2.891 -2.106 -0.851
H 4.477 -1.598 -0.251
H 4.827 1.427 0.586
H 3.403 1.199 1.645
H 3.131 -1.655 0.888
H 3.410 2.501 0.360
Cl 0.054 -1.360 -2.211
C 0.096 -2.547 2.988
S 0.016 -1.202 1.689
C -0.396 0.162 2.806
H 0.423 -3.477 2.504
H -0.892 -2.759 3.397
H 0.867 -2.346 3.728
H 0.441 0.261 3.519
H -0.455 1.113 2.314
H -1.386 -0.016 3.241
*
```

Results of the natural (NBO) charge analysis, in e, for atoms 1 through 4:
1 I 0.254
2 I 0.038
3 Pm 1.636
4 P 0.676

---

Formula: C8H24ClN2O2
Source: OMol25
Level of theory: ωB97M-V with the def2-TZVPD basis set

Computed properties:
**LUMO level**: -0.098 Ha
**HOMO level**: -12.133 eV

ORCA input file:
```
! RIJCOSX wB97M-V def2-TZVPD def2/J DEFGRID3
* xyz 1 1
Cl 1.017 -16.539 13.079
C 3.985 -15.759 10.902
C 3.519 -14.335 11.077
C 2.487 -13.885 10.067
O 2.083 -12.590 10.410
C 0.916 -12.148 9.753
N 2.947 -14.136 12.445
H 2.536 -13.206 12.547
H 2.241 -14.879 12.653
H 3.699 -14.195 13.131
H 4.804 -15.945 11.607
H 4.525 -15.881 9.962
H 3.213 -16.511 11.041
H 4.353 -13.644 10.945
H 1.655 -14.596 9.958
H 2.961 -13.922 9.075
H 0.874 -11.060 9.799
H 0.011 -12.561 10.204
H 0.937 -12.353 8.678
C -2.686 -15.607 13.781
C -2.344 -16.634 14.836
C -2.112 -18.027 14.269
O -3.099 -18.419 13.358
C -4.396 -18.564 13.916
N -1.126 -16.160 15.615
H -0.893 -16.746 16.416
H -0.331 -16.012 14.974
H -1.355 -15.247 16.011
H -3.673 -15.803 13.372
H -1.951 -15.473 12.988
H -2.791 -14.615 14.243
H -3.104 -16.556 15.616
H -2.057 -18.750 15.099
H -1.173 -18.079 13.716
H -4.458 -19.494 14.492
H -5.077 -18.633 13.072
H -4.715 -17.748 14.569
*
```

Results of the natural (NBO) charge analysis, in e, for atoms 1 through 4:
1 Cl -0.866
2 C -0.645
3 C -0.063
4 C -0.082

---

Formula: C8H24FO4Pb
Source: OMol25
Level of theory: ωB97M-V with the def2-TZVPD basis set

Computed properties:
**LUMO level**: -0.265 Ha
**HOMO level**: -12.041 eV

ORCA input file:
```
! RIJCOSX wB97M-V def2-TZVPD def2/J DEFGRID3
* xyz 1 1
Pb -12.960 -27.708 -23.725
F -15.215 -27.379 -22.878
C -18.080 -23.348 -23.178
C -17.130 -24.448 -22.725
O -16.218 -24.831 -23.740
H -18.471 -23.528 -24.178
H -17.484 -22.432 -23.196
H -18.927 -23.169 -22.518
H -17.778 -25.303 -22.500
H -16.648 -24.224 -21.770
H -15.732 -25.621 -23.490
C -17.533 -30.499 -20.153
C -16.754 -29.821 -21.253
O -17.188 -28.482 -21.355
H -18.590 -30.449 -20.424
H -17.507 -30.012 -19.180
H -17.241 -31.548 -20.124
H -16.882 -30.320 -22.218
H -15.684 -29.820 -21.012
H -16.527 -27.979 -21.845
C -18.976 -27.249 -25.218
C -18.425 -28.496 -24.585
O -17.039 -28.588 -24.796
H -18.848 -27.258 -26.302
H -18.429 -26.371 -24.869
H -20.037 -27.135 -24.993
H -18.943 -29.397 -24.918
H -18.658 -28.499 -23.515
H -16.619 -27.933 -24.230
C -13.648 -25.529 -20.785
C -12.145 -25.391 -20.940
O -11.757 -25.786 -22.247
H -14.238 -25.118 -21.604
H -13.982 -25.107 -19.838
H -13.884 -26.595 -20.729
H -11.575 -25.904 -20.163
H -11.784 -24.362 -20.855
H -10.811 -25.724 -22.418
*
```

Results of the natural (NBO) charge analysis, in e, for atoms 1 through 4:
1 Pb 1.779
2 F -0.835
3 C -0.629
4 C -0.062

---

Formula: C8H24GeIrN3O4S
Source: OMol25
Level of theory: ωB97M-V with the def2-TZVPD basis set

Computed properties:
**LUMO level**: -0.011 Ha
**HOMO level**: -8.169 eV

ORCA input file:
```
! RIJCOSX wB97M-V def2-TZVPD def2/J DEFGRID3
* xyz 0 1
Ir -0.353 0.081 0.819
N -1.940 0.825 -0.565
C -1.860 0.045 -1.801
C -0.399 -0.272 -2.098
N 0.333 -0.852 -0.933
C 0.259 -2.326 -0.817
C -0.993 -2.715 -0.050
N -1.027 -1.911 1.188
H -2.885 0.910 -0.212
H -1.570 1.769 -0.683
H -2.275 0.568 -2.668
H -2.441 -0.866 -1.671
H 0.115 0.659 -2.343
H -0.327 -0.937 -2.963
H 1.305 -0.579 -1.041
H 1.137 -2.656 -0.263
H 0.278 -2.800 -1.801
H -0.983 -3.786 0.166
H -1.889 -2.506 -0.631
H -0.320 -2.270 1.829
H -1.917 -2.001 1.666
O -0.986 1.363 2.308
S -0.187 2.591 1.793
O -1.075 3.698 1.569
O 0.252 1.978 0.426
O 0.978 2.864 2.586
C 1.593 1.092 4.909
Ge 2.413 0.238 3.355
C 3.798 1.298 2.478
C 3.290 -1.346 4.153
C 1.168 -0.623 2.083
H 2.355 1.157 5.689
H 0.782 0.468 5.290
H 1.208 2.080 4.687
H 4.571 1.590 3.191
H 3.354 2.196 2.051
H 4.271 0.718 1.682
H 4.027 -1.036 4.897
H 3.800 -1.956 3.404
H 2.549 -1.974 4.652
H 0.499 -1.040 2.864
H 1.762 -1.304 1.464
*
```

Results of the natural (NBO) charge analysis, in e, for atoms 1 through 4:
1 Ir 0.996
2 N -0.809
3 C -0.228
4 C -0.237

---

Formula: C8H24Hg2O9S
Source: OMol25
Level of theory: ωB97M-V with the def2-TZVPD basis set

Computed properties:
**LUMO level**: -0.083 Ha
**HOMO level**: -8.741 eV

ORCA input file:
```
! RIJCOSX wB97M-V def2-TZVPD def2/J DEFGRID3
* xyz 0 1
Hg -2.431 -1.112 0.595
Hg 1.152 -1.118 2.551
C 3.987 0.847 -0.166
C 3.143 0.976 1.093
O 3.079 -0.199 1.821
H 3.669 1.595 -0.898
H 3.857 -0.083 -0.722
H 5.022 1.041 0.114
H 2.136 1.274 0.758
H 3.551 1.861 1.598
S -2.039 -1.639 3.331
O -2.584 -2.510 2.251
O -0.614 -1.961 3.562
O -2.140 -0.283 2.741
O -2.854 -1.750 4.517
O -0.125 -0.870 0.724
H 0.251 -0.045 0.395
C -2.655 0.490 -3.771
C -2.669 -0.593 -2.719
O -1.938 -0.193 -1.562
H -2.926 1.426 -3.281
H -3.368 0.174 -4.531
H -1.656 0.660 -4.173
H -2.438 -1.559 -3.182
H -3.663 -0.889 -2.370
H -0.968 -0.303 -1.705
C 0.569 -2.763 -2.881
C 1.500 -1.541 -2.746
O 0.848 -0.633 -1.860
H -0.464 -2.521 -3.116
H 0.573 -3.236 -1.895
H 0.925 -3.569 -3.525
H 1.722 -1.004 -3.667
H 2.454 -1.876 -2.338
H 1.136 -0.835 -0.961
C -0.757 3.192 2.304
C -0.085 2.473 3.464
O 0.092 1.067 3.122
H -1.728 2.741 2.091
H -0.202 3.039 1.377
H -0.836 4.249 2.555
H -0.637 2.439 4.404
H 0.913 2.848 3.687
H -0.803 0.694 3.015
*
```

Results of the natural (NBO) charge analysis, in e, for atoms 1 through 4:
1 Hg 1.621
2 Hg 1.568
3 C -0.626
4 C -0.045

---

Formula: C8H24IN4O4
Source: OMol25
Level of theory: ωB97M-V with the def2-TZVPD basis set

Computed properties:
**LUMO level**: 0.104 Ha
**HOMO level**: -5.178 eV

ORCA input file:
```
! RIJCOSX wB97M-V def2-TZVPD def2/J DEFGRID3
* xyz -1 1
I 16.782 1.754 -21.323
C 18.000 -2.371 -20.673
C 19.218 -1.569 -21.084
C 20.497 -2.368 -21.176
O 18.996 -1.003 -22.378
H 17.869 -3.094 -21.485
H 17.131 -1.726 -20.578
H 18.205 -2.941 -19.764
H 19.312 -0.717 -20.395
H 20.619 -2.970 -20.264
H 21.398 -1.768 -21.287
H 20.509 -3.179 -21.910
H 18.510 -0.171 -22.247
C 21.545 3.853 -20.246
C 20.751 2.727 -20.919
C 21.683 1.810 -21.705
O 20.038 2.081 -19.879
H 22.241 4.394 -20.896
H 22.148 3.471 -19.419
H 20.897 4.669 -19.917
H 20.144 3.263 -21.656
H 21.865 2.257 -22.682
H 21.238 0.830 -21.894
H 22.597 1.619 -21.138
H 19.191 1.848 -20.305
C 18.180 -0.580 -17.165
O 17.933 -1.547 -16.430
N 17.266 -0.073 -18.047
N 19.336 0.118 -17.025
H 17.420 0.719 -18.670
H 16.460 -0.671 -18.108
H 19.697 0.765 -17.702
H 19.804 -0.115 -16.168
C 18.119 6.411 -20.244
O 18.611 6.714 -21.334
N 18.108 7.291 -19.191
N 17.599 5.205 -19.973
H 17.746 7.069 -18.287
H 18.449 8.214 -19.385
H 17.261 4.988 -19.057
H 17.653 4.480 -20.673
*
```

Results of the natural (NBO) charge analysis, in e, for atoms 1 through 4:
1 I -0.907
2 C -0.629
3 C 0.086
4 C -0.621

---

Formula: C8H24NSi2
Source: OMol25
Level of theory: ωB97M-V with the def2-TZVPD basis set

Computed properties:
**LUMO level**: -0.103 Ha
**HOMO level**: -14.126 eV

ORCA input file:
```
! RIJCOSX wB97M-V def2-TZVPD def2/J DEFGRID3
* xyz 1 1
C -3.142 1.118 -0.823
C -0.960 -2.442 -0.506
C 2.768 2.185 -0.894
C 2.784 -1.861 0.628
C -1.750 0.670 -1.084
C -1.487 -1.337 0.362
C 1.315 1.913 -0.379
C 1.507 -1.043 1.102
N -1.040 0.038 0.105
Si -1.258 1.036 1.671
Si 0.835 0.079 -0.306
H -3.838 0.225 -0.609
H -3.362 1.876 0.043
H -3.569 1.476 -1.803
H -1.144 -2.579 -1.595
H 0.152 -2.602 -0.398
H -1.311 -3.293 -0.026
H 3.508 1.715 -0.247
H 3.067 1.633 -1.814
H 3.119 3.330 -0.845
H 2.714 -1.955 -0.480
H 3.663 -1.237 0.832
H 2.920 -2.879 0.991
H -0.926 1.400 -1.341
H -1.623 -0.158 -1.797
H -1.182 -1.694 1.361
H -2.599 -1.385 0.499
H 0.677 2.463 -1.014
H 1.083 2.290 0.569
H 1.682 -0.421 1.951
H 0.627 -1.700 1.376
H -1.247 2.556 1.577
H -0.290 0.680 2.772
H -2.412 0.504 2.247
H 0.720 -0.603 -2.125
*
```

Results of the natural (NBO) charge analysis, in e, for atoms 1 through 4:
1 C -0.681
2 C -0.653
3 C -0.625
4 C -0.610

---

Question: What is the formula in the fifth record?
Answer: C8H24GeIrN3O4S